{
  "formula": "H2O6P2S",
  "method": "ωB97M-V/def2-TZVPD",
  "elements": ["O", "O", "O", "O", "O", "O", "P", "P", "S", "H", "H"],
  "positions_angstrom": [[-4.3796, 1.7892, 0.3973], [4.6274, -0.4559, -1.1461], [-1.2265, -1.4700, -0.0863], [5.7647, 0.8208, 0.5858], [3.3959, -0.0971, 1.0583], [0.9758, -0.1650, 0.5167], [2.2836, -1.1529, 0.8156], [-0.6759, -0.1161, 0.2118], [4.5476, 0.6501, -0.1717], [-3.6628, 1.4545, -0.0200], [2.5968, -1.4347, -0.6632]],
  "lumo_energy_ev": 5.375,
  "gap_ev": 5.61,
  "charge": -2,
  "max_force_ev_per_a": 4.576,
  "de_lowest_ev": 1.172
}

---

{
  "formula": "H2OP2",
  "method": "ωB97M-V/def2-TZVPD",
  "elements": ["O", "P", "P", "H", "H"],
  "positions_angstrom": [[-2.1909, -0.9552, 0.2369], [-1.1567, 0.5279, 0.2365], [0.7063, -0.2367, -0.6077], [1.4738, -0.3942, 0.5337], [1.1675, 1.0583, -0.3994]],
  "lumo_energy_ev": [-2.095, -2.042],
  "gap_ev": [7.54, 7.55],
  "charge": 0,
  "max_force_ev_per_a": 8.307,
  "de_lowest_ev": 1.872,
  "smiles": "O=P#[PH2]"
}

---

{
  "formula": "H2P2S4",
  "method": "ωB97M-V/def2-TZVPD",
  "elements": ["P", "P", "S", "S", "S", "S", "H", "H"],
  "positions_angstrom": [[-0.1228, -0.4709, -1.0634], [2.7246, -1.1686, -1.0348], [3.5350, 0.3038, 1.3874], [1.0913, -1.6416, 0.2004], [1.6054, 0.3356, -2.0566], [-1.0626, 1.0081, 0.2092], [4.3506, 1.0079, 0.1663], [-1.3869, 0.1154, 1.2410]],
  "lumo_energy_ev": [-1.753, -1.834],
  "gap_ev": [6.65, 6.17],
  "charge": 0,
  "max_force_ev_per_a": 5.222,
  "de_lowest_ev": 2.847
}

---

{
  "formula": "H2P4",
  "method": "ωB97M-V/def2-TZVPD",
  "elements": ["P", "P", "P", "P", "H", "H"],
  "positions_angstrom": [[-0.1305, -1.7772, -0.8833], [-1.7352, -0.5211, -0.4170], [1.1764, -0.0462, -0.5262], [-0.4156, 0.5912, 0.8663], [2.2477, -0.2629, 0.4910], [-1.1428, 2.0161, 0.4692]],
  "lumo_energy_ev": -1.123,
  "gap_ev": 7.72,
  "charge": 0,
  "max_force_ev_per_a": 2.990,
  "de_lowest_ev": 0.774
}

---

{
  "formula": "H2P4S3",
  "method": "ωB97M-V/def2-TZVPD",
  "elements": ["P", "P", "P", "P", "S", "S", "S", "H", "H"],
  "positions_angstrom": [[-0.3896, -1.4166, 0.0308], [1.0999, 1.2151, 0.9320], [1.3980, -0.2890, -0.6239], [-1.8541, -0.0879, -0.7999], [2.8727, -1.5018, -0.0643], [-3.0284, 0.5540, 0.6035], [0.8784, 2.8607, -0.1550], [-0.5319, -2.1632, -1.2000], [-0.4449, 0.8287, 1.2768]],
  "lumo_energy_ev": [5.057, 5.057],
  "gap_ev": [4.75, 4.75],
  "charge": -2,
  "max_force_ev_per_a": 2.788,
  "de_lowest_ev": 1.834,
  "smiles": "S=P(P[S-])=[PH]=P[S-]"
}

---

{
  "formula": "H2P4S3",
  "method": "ωB97M-V/def2-TZVPD",
  "elements": ["P", "P", "P", "P", "S", "S", "S", "H", "H"],
  "positions_angstrom": [[1.8768, -0.3293, -0.2543], [-0.5526, 1.8349, 0.7962], [0.3304, 1.0399, -1.0568], [-1.8950, -1.2606, 0.0849], [0.7176, -1.5590, 0.8569], [-2.2043, 0.5527, 1.1032], [-1.0475, -0.4508, -1.6920], [2.2062, -0.9773, -1.4979], [0.5684, 1.1494, 1.6599]],
  "lumo_energy_ev": -1.550,
  "gap_ev": 7.26,
  "charge": 0,
  "max_force_ev_per_a": 3.110,
  "de_lowest_ev": 0.819
}

---

{
  "formula": "H2S3",
  "method": "ωB97M-V/def2-TZVPD",
  "elements": ["H", "H", "S", "S", "S"],
  "positions_angstrom": [[0.6275, -0.1636, 0.7796], [-0.7764, -0.6648, 2.0407], [0.2205, 0.0548, -1.8362], [-0.6174, 1.2071, -3.0782], [0.5458, -0.4336, 2.0941]],
  "lumo_energy_ev": -2.752,
  "gap_ev": 5.75,
  "charge": 0,
  "max_force_ev_per_a": 0.357,
  "de_lowest_ev": 1.677
}

---

{
  "formula": "H30HeO15",
  "method": "ωB97M-V/def2-TZVPD",
  "elements": ["He", "O", "H", "H", "O", "H", "H", "O", "H", "H", "O", "H", "H", "O", "H", "H", "O", "H", "H", "O", "H", "H", "O", "H", "H", "O", "H", "H", "O", "H", "H", "O", "H", "H", "O", "H", "H", "O", "H", "H", "O", "H", "H", "O", "H", "H"],
  "positions_angstrom": [[17.2152, 10.6421, 8.9101], [15.2461, 6.9357, 10.6771], [15.6489, 7.6030, 10.1215], [15.9802, 6.4026, 10.9824], [14.1270, 11.4760, 10.9787], [14.2917, 12.2699, 10.4699], [13.3955, 11.0513, 10.5306], [20.7203, 12.4690, 7.4198], [21.3448, 12.6239, 8.1284], [20.5122, 11.5368, 7.4827], [20.1079, 9.7384, 7.2534], [20.3466, 9.2551, 6.4624], [19.7445, 9.0748, 7.8396], [17.3690, 6.3884, 7.6427], [18.2508, 6.6061, 7.9448], [16.8283, 7.1239, 7.9307], [14.6852, 9.7935, 5.5133], [14.0319, 10.4463, 5.7649], [15.5194, 10.2611, 5.5531], [19.5050, 7.4510, 9.1263], [20.1268, 6.7277, 9.2066], [19.1309, 7.5444, 10.0024], [19.3955, 11.1640, 11.4035], [20.3107, 11.3960, 11.5607], [19.0494, 11.8905, 10.8852], [18.1302, 8.5598, 11.4238], [18.5910, 9.3665, 11.1934], [18.5508, 8.2655, 12.2317], [16.1194, 10.1748, 12.7242], [16.6360, 9.5073, 12.2727], [15.5410, 10.5284, 12.0485], [17.8865, 13.4830, 7.4765], [17.8685, 14.3478, 7.0667], [18.7272, 13.1095, 7.2119], [17.1703, 11.0728, 5.6624], [17.9988, 10.8947, 5.2174], [17.4047, 11.6622, 6.3793], [18.4155, 13.4707, 10.0486], [17.9727, 14.2744, 10.3209], [18.2822, 13.4323, 9.1015], [14.3518, 12.6534, 7.2127], [14.5908, 12.5833, 8.1369], [13.3950, 12.6275, 7.2096], [15.5517, 8.4980, 8.3353], [15.9426, 9.3003, 7.9894], [14.7099, 8.4278, 7.8853]],
  "lumo_energy_ev": -0.197,
  "gap_ev": 9.84,
  "charge": 0,
  "max_force_ev_per_a": 1.083,
  "de_lowest_ev": 0.315
}

---

{
  "formula": "H30O15",
  "method": "ωB97M-V/def2-TZVPD",
  "elements": ["H", "H", "H", "H", "H", "H", "H", "H", "H", "H", "H", "H", "H", "H", "H", "H", "H", "H", "H", "H", "H", "H", "H", "H", "H", "H", "H", "H", "H", "H", "O", "O", "O", "O", "O", "O", "O", "O", "O", "O", "O", "O", "O", "O", "O"],
  "positions_angstrom": [[-0.5951, -0.9684, 0.0693], [0.4687, -0.0315, 0.2279], [-0.8759, -1.6198, -3.7838], [0.4099, -2.2456, -4.2750], [-1.6914, 4.6158, -1.8406], [-1.2536, 3.2012, -1.8914], [-1.2629, 0.2246, 1.3901], [-1.0608, -1.3533, 1.7612], [0.5349, -0.6024, 3.2058], [1.2809, 0.4482, 2.6273], [-0.7926, 2.2599, -3.9596], [-0.4890, 1.4593, -2.8880], [-4.0868, -1.9204, 0.3069], [-2.9785, -2.6540, 1.0319], [2.2507, -1.3636, -1.2776], [1.0282, -0.4121, -1.7112], [3.5899, 2.9814, 1.9527], [2.2523, 3.2677, 1.6583], [-2.8933, -3.1647, -2.2604], [-1.3696, -3.1167, -2.4876], [1.1264, 1.6642, 4.0958], [1.7766, 1.6843, 5.3395], [-2.4376, 1.6594, -1.1980], [-3.8553, 1.8739, -1.4930], [-0.8573, -2.7677, 3.4630], [-1.9433, -2.7023, 4.4464], [4.6104, 1.1247, -1.9054], [3.3128, 0.5325, -2.4280], [3.0107, -1.4089, 2.3670], [3.4570, -0.8398, 1.0487], [-0.4629, -0.0731, -0.0612], [-0.5646, -2.2250, -4.4530], [-0.9077, 4.1138, -1.9663], [-1.6762, -0.6394, 1.7111], [0.4997, -0.1230, 2.4197], [-1.2101, 1.5817, -3.4928], [-3.1399, -1.9267, 0.4887], [1.9815, -0.6528, -1.7927], [2.8432, 2.4702, 1.7408], [-2.2418, -3.1934, -2.8922], [1.2633, 1.0787, 4.7695], [-2.9730, 2.3614, -1.6039], [-1.6472, -2.2395, 3.7021], [4.1630, 0.2313, -2.1122], [3.4062, -0.5902, 1.9501]],
  "lumo_energy_ev": -0.252,
  "gap_ev": 8.80,
  "charge": 0,
  "max_force_ev_per_a": 5.615,
  "de_lowest_ev": 6.885
}

---

{
  "formula": "H30O15",
  "method": "ωB97M-V/def2-TZVPD",
  "elements": ["H", "H", "H", "H", "H", "H", "H", "H", "H", "H", "H", "H", "H", "H", "H", "H", "H", "H", "H", "H", "H", "H", "H", "H", "H", "H", "H", "H", "H", "H", "O", "O", "O", "O", "O", "O", "O", "O", "O", "O", "O", "O", "O", "O", "O"],
  "positions_angstrom": [[-0.8632, 0.0230, 1.2402], [-0.8666, -0.8626, 0.0830], [-0.1005, -1.7897, -1.1903], [0.8733, -1.4170, -2.1383], [2.4291, 3.3151, 0.3588], [1.1217, 2.4425, 0.0055], [-2.5207, -2.7458, 3.1639], [-1.2281, -1.9075, 3.4333], [-0.5152, 0.7451, -3.4926], [-1.4954, 0.9710, -2.2092], [-3.0925, -0.0157, -2.4342], [-4.2908, -0.7743, -3.1924], [4.3435, -1.1058, -0.5216], [3.3674, -1.6222, -1.4434], [-0.5620, 1.3984, 5.5631], [-0.4593, 1.4320, 4.1636], [1.8524, -2.9625, -0.7090], [1.9193, -1.8651, 0.2709], [-3.0038, -1.8705, 0.9844], [-2.3621, -0.6109, 0.6121], [1.5156, 1.1510, -2.2125], [1.6962, 2.0157, -3.3262], [3.9382, -1.9751, 2.5873], [3.3356, -0.7136, 3.1252], [-3.4575, 2.0332, -0.9114], [-3.4646, 2.3270, 0.5711], [3.8788, 0.3761, -1.6110], [2.5383, 0.2239, -0.8891], [-0.2907, 3.1502, -0.4358], [-0.2353, 1.6272, -0.5214], [-0.2980, -0.1429, 0.4950], [0.4358, -1.0978, -1.3508], [1.5868, 2.8401, 0.6918], [-2.0556, -2.2917, 3.7762], [-1.0157, 0.2858, -2.7139], [-3.7466, 0.0194, -3.1729], [4.2248, -1.8727, -1.0520], [-1.0516, 1.1139, 4.8482], [1.7417, -2.8619, 0.2094], [-3.0838, -0.8996, 1.1382], [1.0510, 1.8812, -2.6938], [3.0561, -1.5064, 2.6699], [-3.4968, 1.6279, -0.0939], [2.9291, 0.3302, -1.7723], [-0.7773, 2.4504, -0.8445]],
  "lumo_energy_ev": -0.463,
  "gap_ev": 9.55,
  "charge": 0,
  "max_force_ev_per_a": 5.223,
  "de_lowest_ev": 6.564
}

---

{
  "formula": "H30O15",
  "method": "ωB97M-V/def2-TZVPD",
  "elements": ["O", "H", "H", "O", "H", "H", "O", "H", "H", "O", "H", "H", "O", "H", "H", "O", "H", "H", "O", "H", "H", "O", "H", "H", "O", "H", "H", "O", "H", "H", "O", "H", "H", "O", "H", "H", "O", "H", "H", "O", "H", "H", "O", "H", "H"],
  "positions_angstrom": [[1.3946, 0.5836, 1.9931], [1.1638, 1.1595, 2.7430], [0.5613, 0.0273, 1.8906], [2.4156, 0.9356, -3.6871], [1.7350, 0.5147, -3.3178], [2.1548, 1.8592, -3.2447], [1.3879, -2.6985, 0.9582], [0.8501, -2.4016, 0.2766], [2.0624, -2.0780, 1.2819], [-0.9138, 3.9133, 1.6513], [-1.7854, 4.0959, 1.5140], [-0.5915, 4.1447, 0.7005], [2.2870, 1.1665, -0.9141], [2.6532, 1.5398, -1.6535], [2.9181, 1.4399, -0.1843], [0.5073, -3.2422, -3.8567], [-0.3607, -3.2497, -3.7710], [0.8277, -2.6444, -3.1679], [-3.4498, 2.4495, 2.0157], [-3.9911, 2.4457, 1.3264], [-2.6240, 2.2335, 2.0104], [1.5267, 3.3862, 0.7281], [1.2588, 2.7292, 1.3367], [2.1821, 3.9252, 1.1675], [-0.9251, -1.8663, 3.1819], [-0.2665, -2.3701, 3.6143], [-0.8489, -2.3490, 2.3084], [0.3769, 2.3857, 3.3308], [0.7683, 2.8498, 4.1739], [0.0908, 3.1845, 2.9986], [-3.4515, 0.4228, -2.0472], [-3.7493, 1.0518, -1.5933], [-3.7893, 0.0972, -2.8251], [-2.3684, -0.0831, 0.0752], [-2.9300, -0.4823, -0.5795], [-1.9114, 0.6981, -0.0010], [-0.9210, -3.4085, -1.5981], [-0.6695, -2.5631, -1.3678], [-1.0374, -3.9784, -0.9844], [0.0557, -0.9129, -0.7402], [-0.6235, -0.4952, -0.1305], [0.8411, -0.3894, -0.6951], [2.1305, -3.4438, -1.2005], [1.6085, -4.2885, -1.4487], [3.0812, -3.4086, -1.5023]],
  "lumo_energy_ev": -0.177,
  "gap_ev": 9.45,
  "charge": 0,
  "max_force_ev_per_a": 10.426,
  "de_lowest_ev": 7.274
}

---

{
  "formula": "H30O15",
  "method": "ωB97M-V/def2-TZVPD",
  "elements": ["O", "H", "H", "O", "H", "H", "O", "H", "H", "O", "H", "H", "O", "H", "H", "O", "H", "H", "O", "H", "H", "O", "H", "H", "O", "H", "H", "O", "H", "H", "O", "H", "H", "O", "H", "H", "O", "H", "H", "O", "H", "H", "O", "H", "H"],
  "positions_angstrom": [[2.2196, -3.0847, -0.3383], [2.8926, -3.7457, -0.1123], [2.0106, -2.7957, 0.5577], [-0.4894, 2.0213, -2.3113], [-0.8824, 2.1573, -1.4243], [-0.6244, 1.0813, -2.4653], [0.9596, 3.4383, 1.6207], [1.4856, 2.7553, 1.1047], [1.7506, 3.8823, 2.0597], [-4.0304, 0.4753, 0.6937], [-4.0724, 1.3933, 0.6397], [-3.1724, 0.2503, 1.0687], [-2.3974, -2.4167, -0.3083], [-2.2094, -2.0037, 0.5507], [-2.8674, -3.1977, -0.0043], [-2.4104, -0.1227, -2.1073], [-3.3084, 0.1723, -2.2813], [-2.5504, -0.9897, -1.7493], [-1.1824, 1.9913, 0.3247], [-0.6304, 1.7013, 1.0147], [-1.4094, 2.9173, 0.3747], [2.1016, 1.2173, -2.8893], [1.2866, 1.4813, -2.4643], [2.3566, 0.3963, -2.4663], [3.0816, -0.9517, -1.7403], [3.3506, -1.5577, -2.3553], [2.7366, -1.3757, -0.9683], [-2.0024, -1.2077, 2.2077], [-1.4844, -2.0367, 2.4087], [-2.7564, -1.2027, 2.7837], [0.3316, -0.3757, 0.0227], [1.0056, 0.3143, 0.0537], [-0.5374, -0.0167, -0.0523], [1.4916, -1.6197, 2.0257], [2.4336, -1.3937, 1.8097], [0.9876, -1.1407, 1.3577], [2.2896, 1.5433, 0.2367], [3.1536, 1.4173, 0.5447], [2.2836, 2.1923, -0.4433], [0.3386, -1.3297, -2.3683], [-0.5524, -1.6627, -2.3943], [0.5976, -1.0337, -1.5063], [-0.2244, 0.9463, 3.1097], [-0.4114, 0.1113, 2.7437], [-0.9374, 1.4043, 3.4347]],
  "lumo_energy_ev": -0.310,
  "gap_ev": 9.16,
  "charge": 0,
  "max_force_ev_per_a": 4.107,
  "de_lowest_ev": 2.121
}

---

{
  "formula": "H30O15",
  "method": "ωB97M-V/def2-TZVPD",
  "elements": ["O", "H", "H", "O", "H", "H", "O", "H", "H", "O", "H", "H", "O", "H", "H", "O", "H", "H", "O", "H", "H", "O", "H", "H", "O", "H", "H", "O", "H", "H", "O", "H", "H", "O", "H", "H", "O", "H", "H", "O", "H", "H", "O", "H", "H"],
  "positions_angstrom": [[-0.5006, -2.9219, -2.9877], [0.2358, -3.3340, -3.5134], [-1.2194, -2.4411, -3.3945], [1.1473, -2.7948, -0.2498], [1.4418, -2.4784, -1.1048], [0.3220, -3.3121, -0.3034], [1.1063, 2.7575, 2.3887], [0.8610, 3.6477, 2.0653], [0.1846, 2.4150, 2.5015], [0.6900, 0.6072, -2.2771], [0.0847, -0.0216, -1.8463], [1.4565, 0.3771, -1.6806], [1.7739, 3.8829, -2.2325], [1.9255, 3.1278, -1.6584], [0.8427, 3.8260, -2.5183], [3.4325, 2.0016, 0.5472], [4.1751, 1.6597, 1.0376], [2.7407, 2.4056, 1.0819], [-2.0958, -2.7154, 3.3442], [-1.1408, -2.6542, 3.1396], [-2.1996, -1.7859, 3.1121], [-2.0353, 0.1744, -0.7250], [-2.2860, -0.4721, -0.0624], [-2.3273, 1.0483, -0.4429], [-2.3653, -3.5096, 1.0668], [-2.7464, -3.6209, 1.9769], [-3.1915, -3.3946, 0.5431], [2.6191, -1.7408, -3.4836], [3.1953, -1.4344, -2.7841], [1.7385, -1.9940, -3.2171], [-2.8523, 2.7158, 0.4025], [-2.3980, 3.3900, -0.1703], [-3.6351, 3.2774, 0.4713], [2.4962, -0.4209, -0.5522], [1.8962, -0.7840, 0.1166], [3.2162, 0.0240, -0.0359], [0.8166, -2.6301, 2.4999], [1.1620, -1.9405, 1.9137], [0.5817, -3.3477, 1.9132], [-0.8895, 3.1711, -1.6041], [-1.1010, 3.9917, -2.0598], [-0.7757, 2.4777, -2.2608], [-2.4140, 0.6426, 3.6586], [-2.3347, 1.4590, 3.1493], [-1.6338, 0.6688, 4.2350]],
  "lumo_energy_ev": -0.303,
  "gap_ev": 10.21,
  "charge": 0,
  "max_force_ev_per_a": 2.337,
  "de_lowest_ev": 2.623
}

---

{
  "formula": "H30O15",
  "method": "ωB97M-V/def2-TZVPD",
  "elements": ["H", "H", "H", "H", "H", "H", "H", "H", "H", "H", "H", "H", "H", "H", "H", "H", "H", "H", "H", "H", "H", "H", "H", "H", "H", "H", "H", "H", "H", "H", "O", "O", "O", "O", "O", "O", "O", "O", "O", "O", "O", "O", "O", "O", "O"],
  "positions_angstrom": [[-0.0088, -0.6525, 0.1914], [-0.6208, -0.4452, -1.1843], [-0.4598, 4.4564, -2.6363], [0.6950, 3.9267, -1.8020], [3.6069, -1.5598, 4.1995], [2.6627, -2.1969, 3.1931], [-1.1520, -3.8263, -2.5119], [-1.1404, -2.5226, -3.2931], [3.2354, 1.4701, 0.6169], [3.3144, 2.8111, -0.0941], [0.2526, -0.8843, 3.5128], [-0.3337, -1.2774, 2.1667], [3.2726, -4.4160, 2.4868], [2.1594, -3.4121, 2.2359], [-3.8183, 0.4680, -0.9316], [-3.0334, -0.5775, -1.7067], [-3.0952, 0.9535, 1.7290], [-2.9925, 0.0613, 2.9551], [1.5966, 2.2076, -2.3524], [2.1562, 1.0285, -1.5735], [-1.6606, 2.3001, -1.0567], [-1.0775, 1.4234, -2.1528], [2.0348, -1.5529, 0.1510], [3.4821, -1.7630, 0.5648], [-0.1721, 1.8299, 1.2515], [0.6539, 3.0953, 1.4138], [-3.4918, -2.6171, -1.2958], [-3.1743, -4.0036, -1.8314], [-2.5875, 4.1026, -2.2685], [-2.1606, 3.2434, -3.4473], [-0.5070, -1.1097, -0.4954], [-0.1103, 3.6452, -2.2506], [3.0975, -1.3632, 3.4052], [-0.6291, -3.0289, -2.6518], [2.9729, 2.3934, 0.7046], [0.1437, -0.5667, 2.6093], [2.6385, -3.8540, 2.9460], [-3.9160, -0.2002, -1.6193], [-2.5356, 0.2825, 2.1358], [2.2795, 1.5283, -2.3883], [-1.1528, 1.4926, -1.1944], [2.5905, -1.6983, 0.9250], [0.3687, 2.3076, 1.8904], [-3.0259, -3.4304, -1.0708], [-1.9825, 3.3929, -2.5119]],
  "lumo_energy_ev": -0.351,
  "gap_ev": 9.48,
  "charge": 0,
  "max_force_ev_per_a": 6.115,
  "de_lowest_ev": 5.508
}